Entry 1:
Entry from OMol25: C48H117N7O12S3 as an isolated structure at a distorted geometry (ωB97M-V/def2-TZVPD).

Geometry (Å):
C  -16.28  -24.57  -41.61
C  -15.28  -25.65  -41.21
N  -15.53  -26.23  -39.90
C  -16.82  -26.88  -39.75
C  -16.97  -28.10  -40.61
C  -15.20  -25.30  -38.84
C  -13.85  -24.59  -38.97
H  -17.27  -24.98  -41.80
H  -16.00  -23.99  -42.50
H  -16.36  -23.81  -40.83
H  -15.22  -26.43  -41.98
H  -14.28  -25.20  -41.22
H  -16.93  -27.12  -38.69
H  -17.61  -26.14  -39.95
H  -17.92  -28.61  -40.44
H  -16.89  -27.90  -41.68
H  -16.13  -28.78  -40.42
H  -15.05  -25.83  -37.88
H  -15.97  -24.55  -38.57
H  -13.12  -25.34  -39.29
H  -13.49  -24.19  -38.02
H  -13.91  -23.74  -39.65
C  -9.95  -29.78  -42.86
C  -10.33  -30.10  -41.41
N  -11.76  -30.18  -41.21
C  -12.13  -30.90  -40.00
C  -11.86  -32.39  -40.11
C  -12.49  -28.97  -41.46
C  -12.32  -27.82  -40.41
H  -10.69  -30.11  -43.59
H  -9.01  -30.26  -43.13
H  -9.72  -28.72  -42.99
H  -9.81  -30.98  -41.05
H  -9.94  -29.27  -40.79
H  -11.66  -30.45  -39.11
H  -13.22  -30.81  -39.89
H  -10.80  -32.67  -40.02
H  -12.29  -32.92  -39.25
H  -12.23  -32.81  -41.04
H  -13.55  -29.13  -41.65
H  -12.12  -28.51  -42.38
H  -12.91  -28.07  -39.52
H  -12.81  -26.99  -40.92
H  -11.28  -27.65  -40.19
C  -20.76  -31.70  -38.83
C  -20.69  -30.38  -38.06
N  -20.89  -29.25  -38.97
C  -20.40  -28.02  -38.34
C  -20.31  -26.85  -39.30
C  -22.30  -29.11  -39.39
C  -22.43  -29.07  -40.91
H  -20.27  -32.48  -38.23
H  -20.16  -31.65  -39.74
H  -21.77  -32.10  -38.97
H  -21.45  -30.38  -37.27
H  -19.69  -30.31  -37.63
H  -20.88  -27.79  -37.38
H  -19.38  -28.29  -38.03
H  -19.54  -27.07  -40.04
H  -21.20  -26.77  -39.93
H  -20.20  -25.89  -38.81
H  -22.74  -28.22  -38.94
H  -22.88  -29.98  -39.06
H  -21.95  -28.19  -41.34
H  -23.48  -28.95  -41.18
H  -21.96  -29.96  -41.34
C  -23.20  -28.50  -44.30
C  -22.25  -27.45  -44.88
N  -20.95  -27.96  -45.33
C  -20.15  -28.40  -44.17
C  -19.88  -27.33  -43.14
C  -21.02  -28.99  -46.33
C  -21.77  -28.60  -47.60
H  -23.69  -29.08  -45.09
H  -24.06  -27.98  -43.86
H  -22.73  -29.11  -43.53
H  -22.74  -26.98  -45.74
H  -22.06  -26.62  -44.21
H  -19.21  -28.75  -44.61
H  -20.66  -29.25  -43.69
H  -19.38  -26.45  -43.55
H  -19.21  -27.77  -42.41
H  -20.81  -26.94  -42.71
H  -20.06  -29.38  -46.69
H  -21.51  -29.93  -45.98
H  -22.76  -28.17  -47.44
H  -21.27  -27.79  -48.13
H  -21.96  -29.46  -48.24
C  -11.68  -24.04  -35.47
C  -10.36  -23.70  -34.80
N  -10.13  -24.53  -33.61
C  -10.96  -24.05  -32.50
C  -11.31  -25.19  -31.55
C  -8.74  -24.52  -33.17
C  -7.73  -25.04  -34.20
H  -11.60  -23.83  -36.54
H  -12.50  -23.45  -35.08
H  -12.00  -25.08  -35.42
H  -9.52  -23.91  -35.46
H  -10.35  -22.64  -34.52
H  -10.50  -23.22  -31.94
H  -11.90  -23.70  -32.92
H  -10.57  -25.31  -30.76
H  -12.29  -25.03  -31.08
H  -11.44  -26.13  -32.08
H  -8.57  -25.01  -32.22
H  -8.49  -23.45  -32.96
H  -7.37  -24.23  -34.84
H  -8.19  -25.70  -34.95
H  -6.98  -25.66  -33.71
C  -9.09  -28.48  -33.60
C  -8.64  -29.10  -34.91
N  -8.71  -28.14  -36.02
C  -10.06  -28.14  -36.57
C  -10.44  -26.94  -37.44
C  -7.78  -28.58  -37.06
C  -6.32  -28.23  -36.78
H  -8.80  -27.44  -33.54
H  -8.75  -28.98  -32.68
H  -10.18  -28.51  -33.46
H  -7.58  -29.34  -34.76
H  -9.16  -30.04  -35.16
H  -10.33  -29.08  -37.08
H  -10.74  -28.04  -35.72
H  -11.52  -27.08  -37.55
H  -10.11  -26.01  -36.97
H  -9.91  -27.03  -38.38
H  -8.05  -28.07  -37.99
H  -7.89  -29.66  -37.26
H  -5.80  -28.93  -36.12
H  -6.28  -27.23  -36.34
H  -5.77  -28.25  -37.72
C  -15.88  -20.98  -38.59
C  -14.58  -20.37  -38.10
N  -13.33  -20.98  -38.60
C  -12.19  -20.15  -38.23
C  -11.11  -20.92  -37.47
C  -13.36  -20.96  -40.09
C  -12.15  -21.70  -40.67
H  -16.71  -20.80  -37.92
H  -15.78  -22.06  -38.71
H  -16.15  -20.59  -39.58
H  -14.56  -19.28  -38.25
H  -14.51  -20.46  -37.01
H  -11.82  -19.52  -39.06
H  -12.50  -19.28  -37.61
H  -10.25  -20.34  -37.17
H  -11.63  -21.29  -36.58
H  -10.91  -21.83  -38.05
H  -13.40  -19.94  -40.49
H  -14.23  -21.54  -40.40
H  -12.16  -22.76  -40.40
H  -11.19  -21.22  -40.51
H  -12.35  -21.75  -41.75
C  -13.93  -20.83  -46.88
C  -14.67  -22.09  -47.27
O  -14.26  -22.98  -46.21
S  -14.44  -22.18  -44.85
O  -13.55  -22.70  -43.89
O  -15.82  -22.06  -44.57
O  -13.89  -20.81  -45.44
H  -14.24  -19.87  -47.28
H  -12.87  -20.96  -47.13
H  -14.39  -22.50  -48.23
H  -15.76  -22.03  -47.19
C  -15.34  -28.60  -35.90
C  -14.00  -27.88  -35.90
O  -13.95  -27.13  -34.69
S  -15.17  -27.50  -33.73
O  -16.14  -26.48  -33.79
O  -14.69  -27.93  -32.47
O  -15.64  -28.79  -34.54
H  -15.48  -29.45  -36.57
H  -16.03  -27.86  -36.35
H  -13.80  -27.31  -36.80
H  -13.20  -28.63  -35.91
C  -17.53  -25.17  -45.07
C  -18.38  -25.68  -46.26
O  -19.18  -24.58  -46.65
S  -19.45  -23.61  -45.41
O  -20.47  -24.14  -44.58
O  -19.52  -22.29  -45.90
O  -18.04  -23.89  -44.75
H  -16.46  -25.13  -45.28
H  -17.62  -25.85  -44.21
H  -18.94  -26.57  -45.98
H  -17.73  -25.91  -47.10

## Properties
- ΔE to the lowest compared entry with this formula, charge and spin: 0.0000 eV
- Frontier orbital gap: 8.35 eV
- LUMO level: 0.24 eV
- Largest force on an atom: 0.0558 hartree/bohr
- HOMO energy: -8.108 eV

=====

Entry 2:
Entry from OMol25: a 12-piece molecular cluster, C48H117N9O18 overall at a distorted geometry (ωB97M-V/def2-TZVPD).

Geometry (Å):
C  -2.99  2.91  -4.44
C  -2.06  2.29  -3.46
C  -1.39  3.20  -2.47
O  -1.92  2.86  -1.19
C  -2.55  1.71  -1.30
O  -2.94  1.02  -0.32
O  -2.66  1.34  -2.56
H  -3.41  2.10  -5.04
H  -2.44  3.50  -5.18
H  -3.81  3.46  -3.99
H  -1.34  1.72  -4.05
H  -1.66  4.24  -2.63
H  -0.31  3.08  -2.46
C  -4.41  -1.61  -1.68
C  -5.94  -1.85  -1.97
C  -6.59  -0.77  -2.85
O  -7.28  -1.50  -3.88
C  -7.01  -2.77  -3.80
O  -7.44  -3.66  -4.52
O  -6.14  -2.95  -2.79
H  -3.90  -1.13  -2.51
H  -3.91  -2.58  -1.63
H  -4.21  -1.06  -0.76
H  -6.51  -1.95  -1.05
H  -5.89  -0.05  -3.28
H  -7.24  -0.10  -2.29
C  0.27  0.43  1.29
C  0.67  -0.52  0.12
C  -0.49  -1.47  -0.25
O  -0.52  -1.46  -1.67
C  0.18  -0.42  -2.09
O  0.14  0.06  -3.20
O  0.94  0.14  -1.06
H  0.06  1.45  0.97
H  0.96  0.42  2.14
H  -0.69  0.11  1.67
H  1.49  -1.17  0.41
H  -1.46  -1.15  0.11
H  -0.31  -2.45  0.21
C  -8.09  -0.15  0.84
O  -6.97  -0.87  1.30
C  -5.97  -0.13  1.92
C  -4.86  -1.22  2.24
C  -5.16  -2.04  3.51
N  -3.61  -0.59  2.45
H  -8.88  -0.22  1.59
H  -8.45  -0.69  -0.03
H  -7.92  0.90  0.58
H  -5.65  0.72  1.32
H  -6.40  0.35  2.79
H  -4.81  -1.92  1.40
H  -4.38  -2.68  3.92
H  -6.08  -2.60  3.35
H  -5.50  -1.40  4.33
H  -3.62  0.07  3.21
H  -3.31  0.01  1.70
C  1.26  -4.92  -1.64
O  2.30  -5.54  -2.40
C  3.60  -5.14  -1.93
C  4.69  -5.81  -2.81
C  4.62  -7.29  -2.78
N  6.01  -5.38  -2.33
H  1.56  -5.04  -0.60
H  0.24  -5.24  -1.83
H  1.28  -3.84  -1.83
H  3.74  -4.06  -1.96
H  3.73  -5.45  -0.89
H  4.58  -5.43  -3.82
H  4.88  -7.78  -1.84
H  5.31  -7.76  -3.48
H  3.62  -7.60  -3.07
H  6.24  -4.39  -2.41
H  6.19  -5.66  -1.38
C  4.26  -0.50  3.22
O  4.34  -1.98  3.07
C  3.28  -2.62  2.37
C  1.85  -2.67  3.00
C  1.84  -3.17  4.41
N  1.10  -3.47  2.08
H  4.04  0.05  2.31
H  5.08  0.00  3.74
H  3.38  -0.26  3.82
H  3.39  -2.16  1.39
H  3.65  -3.63  2.21
H  1.37  -1.69  2.95
H  2.00  -4.24  4.26
H  0.86  -2.97  4.82
H  2.55  -2.73  5.12
H  1.41  -4.41  2.26
H  0.14  -3.48  2.39
C  -4.83  3.57  1.94
O  -3.62  3.97  2.54
C  -2.84  4.90  1.77
C  -1.66  5.52  2.55
C  -0.56  4.51  2.87
N  -2.09  5.98  3.85
H  -4.47  3.01  1.07
H  -5.52  4.34  1.61
H  -5.40  2.85  2.52
H  -2.62  4.42  0.81
H  -3.41  5.77  1.44
H  -1.32  6.38  1.98
H  -0.89  3.79  3.62
H  0.29  5.03  3.31
H  -0.23  3.95  2.00
H  -2.50  5.20  4.34
H  -2.91  6.54  3.67
C  3.42  5.03  2.67
O  3.32  4.34  1.41
C  2.82  5.19  0.37
C  2.51  4.50  -0.97
C  1.78  3.13  -0.82
N  3.69  4.33  -1.74
H  3.83  4.43  3.48
H  2.40  5.34  2.88
H  4.09  5.88  2.52
H  1.88  5.63  0.69
H  3.43  6.07  0.17
H  1.93  5.11  -1.66
H  0.76  3.21  -0.45
H  2.33  2.62  -0.03
H  1.68  2.54  -1.74
H  4.28  3.65  -1.29
H  3.50  3.97  -2.67
C  -2.57  -7.75  3.10
O  -2.57  -6.68  2.15
C  -1.83  -5.54  2.62
C  -2.49  -4.32  1.95
C  -2.45  -4.22  0.35
N  -1.88  -3.14  2.53
H  -3.11  -8.64  2.78
H  -3.00  -7.48  4.06
H  -1.59  -8.14  3.40
H  -1.69  -5.56  3.70
H  -0.83  -5.57  2.19
H  -3.53  -4.24  2.27
H  -3.09  -5.03  -0.01
H  -1.46  -4.37  -0.07
H  -2.86  -3.26  0.04
H  -1.90  -2.98  3.52
H  -2.45  -2.34  2.27
C  5.96  1.88  -5.81
O  5.24  1.25  -4.68
C  6.02  1.15  -3.43
C  5.31  0.23  -2.41
C  3.95  0.68  -2.06
N  6.06  0.10  -1.16
H  6.12  2.95  -5.68
H  5.34  1.72  -6.70
H  6.97  1.48  -5.85
H  6.99  0.74  -3.71
H  6.25  2.13  -3.01
H  5.33  -0.80  -2.77
H  3.86  1.74  -1.83
H  3.45  0.15  -1.25
H  3.34  0.57  -2.95
H  5.93  0.79  -0.44
H  5.82  -0.83  -0.84
C  -0.54  -0.35  5.24
O  -0.71  1.08  4.96
C  -0.07  2.00  5.79
C  1.47  2.16  5.76
C  2.08  2.42  4.36
N  2.24  1.02  6.21
H  0.46  -0.70  5.00
H  -1.25  -0.91  4.63
H  -0.65  -0.61  6.30
H  -0.60  2.90  5.48
H  -0.40  1.88  6.82
H  1.74  3.00  6.39
H  1.53  3.23  3.90
H  1.98  1.52  3.75
H  3.12  2.70  4.55
H  2.36  0.27  5.55
H  3.17  1.41  6.14
C  0.23  0.19  -6.66
O  0.39  1.63  -6.71
C  1.71  2.04  -6.45
C  1.80  2.81  -5.13
C  1.03  4.15  -5.08
N  3.09  3.05  -4.44
H  -0.80  -0.08  -6.46
H  0.83  -0.18  -5.82
H  0.46  -0.24  -7.63
H  2.41  1.21  -6.38
H  2.09  2.68  -7.24
H  1.31  2.13  -4.43
H  1.39  4.75  -4.25
H  -0.06  4.13  -4.96
H  1.28  4.74  -5.96
H  3.62  3.70  -5.01
H  3.60  2.21  -4.67

## Properties
- ΔE to the lowest compared entry with this formula, charge and spin: 1.4725 eV
- Frontier orbital gap: 8.90 eV
- LUMO level: 0.28 eV
- Largest force on an atom: 0.0761 hartree/bohr
- SMILES: C[C@H]1COC(=O)O1.C[C@H]1COC(=O)O1.C[C@H]1COC(=O)O1.COC[C@H](C)N.COC[C@H](C)N.COC[C@H](C)N.COC[C@H](C)N.COC[C@H](C)N.COC[C@H](C)N.COC[C@H](C)N.COC[C@H](C)N.COC[C@H](C)N
- HOMO energy: -8.625 eV